DFT (ωB97M-V with the def2-TZVPD basis set) results for C23H63F3O12 as an isolated structure at a distorted geometry.

Geometry (Å):
1 H 12.99 8.22 -25.53
2 H 12.17 4.28 -25.00
3 H 11.93 6.03 -29.58
4 C 12.40 8.86 -27.08
5 O 11.83 12.87 -27.41
6 H 13.37 12.82 -25.84
7 H 13.77 7.86 -28.96
8 O 10.39 9.07 -25.39
9 H 10.11 10.33 -27.05
10 C 15.50 9.45 -23.78
11 C 9.64 6.47 -25.02
12 H 10.24 4.89 -29.36
13 O 13.23 10.15 -23.36
14 H 11.46 5.52 -23.91
15 H 13.90 9.18 -26.33
16 H 9.14 7.25 -30.25
17 H 13.30 8.81 -27.69
18 C 9.54 6.66 -29.43
19 H 10.00 8.27 -27.98
20 H 15.46 7.40 -27.99
21 H 12.87 11.09 -27.59
22 H 13.88 9.14 -30.14
23 H 14.07 14.42 -29.30
24 H 14.86 6.45 -28.85
25 H 11.46 10.97 -27.91
26 C 12.31 5.25 -24.53
27 C 13.90 11.35 -27.34
28 F 9.56 12.20 -29.31
29 H 13.07 15.30 -28.10
30 H 13.93 7.13 -27.07
31 H 13.19 4.36 -30.11
32 H 11.38 7.92 -29.12
33 O 13.58 10.94 -25.10
34 C 14.02 11.96 -25.95
35 H 11.88 6.65 -26.27
36 O 12.78 9.13 -25.75
37 H 15.90 10.12 -23.02
38 H 13.50 6.01 -26.17
39 O 11.03 11.23 -26.02
40 H 12.46 9.06 -31.18
41 H 16.51 8.20 -25.88
42 O 12.97 7.52 -24.88
43 C 15.43 8.11 -25.94
44 H 16.12 8.57 -23.89
45 H 7.71 10.41 -26.85
46 H 14.05 10.16 -25.41
47 H 10.64 6.09 -24.82
48 H 14.18 13.96 -27.66
49 O 12.75 11.70 -30.60
50 H 14.45 10.41 -27.39
51 H 9.56 8.71 -27.31
52 H 11.66 9.61 -27.38
53 H 9.62 5.86 -27.13
54 H 8.88 5.77 -24.66
55 C 9.59 6.76 -26.51
56 H 12.35 8.55 -29.47
57 C 12.46 13.24 -28.64
58 H 13.55 10.56 -22.55
59 H 14.15 6.87 -30.36
60 C 10.52 7.53 -28.59
61 O 10.20 5.59 -30.01
62 H 8.68 6.29 -28.87
63 C 15.02 7.11 -27.04
64 O 9.50 7.66 -24.33
65 H 12.48 5.90 -27.91
66 C 10.92 11.73 -27.34
67 H 15.06 12.25 -25.83
68 C 8.33 9.98 -26.06
69 H 15.35 6.12 -26.70
70 H 12.92 12.41 -29.18
71 C 12.80 5.83 -28.95
72 H 10.05 8.21 -25.12
73 H 8.36 10.67 -25.22
74 H 14.95 7.78 -25.01
75 O 13.28 4.54 -29.17
76 F 8.96 13.30 -27.53
77 C 12.66 6.36 -25.57
78 H 11.76 13.65 -29.37
79 H 13.18 5.09 -23.89
80 C 13.94 6.83 -29.29
81 H 7.77 9.13 -25.64
82 H 10.49 7.35 -26.71
83 H 14.02 8.32 -22.79
84 H 12.64 10.97 -28.67
85 C 12.79 9.27 -30.16
86 C 9.67 9.48 -26.55
87 F 8.63 11.16 -27.64
88 C 14.03 9.03 -23.61
89 H 9.31 7.47 -23.40
90 H 14.15 11.96 -28.20
91 H 8.71 7.35 -26.75
92 H 15.50 9.98 -24.73
93 H 13.65 11.96 -30.36
94 O 14.84 9.35 -26.24
95 H 13.70 8.54 -24.52
96 H 11.26 10.69 -29.70
97 C 12.35 10.67 -29.68
98 H 10.92 6.87 -27.81
99 C 13.47 14.33 -28.39
100 H 12.01 7.84 -27.02
101 C 9.48 12.15 -27.93

LUMO (eV): 4.28
Kohn-Sham gap (eV): 4.42
Net charge: -2
2S+1: 1
Energy relative to the best compared isomer or geometry (same formula, charge and spin) (kcal/mol): 716.1
Total energy (Ha): -2115.1578

These are the Mulliken partial charges, in e, on atoms 1 to 6: H 2.0006; H 0.3444; H 0.8215; C -1.0443; O -0.4751; H 0.6972

***

DFT (ωB97M-V with the def2-TZVPD basis set) results for a 10-piece molecular cluster, C23H63F5O12PS11 overall at a distorted geometry.

Geometry (Å):
1 C 0.60 -1.02 -4.47
2 H 4.02 3.02 4.87
3 S -1.06 5.15 -10.22
4 H 0.52 1.15 3.21
5 H -6.66 -0.49 -2.85
6 H 2.53 0.37 -1.28
7 H 3.08 -6.12 7.75
8 H 0.98 2.87 3.46
9 O 0.58 4.48 4.77
10 S -0.03 -0.49 5.49
11 H 2.07 -2.70 10.56
12 O 0.20 -4.26 2.67
13 C 0.94 -0.90 6.94
14 C -3.91 0.48 -2.87
15 H -0.63 -2.80 5.64
16 S -3.24 1.26 -7.90
17 H -4.42 0.16 -1.96
18 H -3.74 3.50 -8.39
19 H -2.27 3.74 6.77
20 H 5.59 2.17 4.89
21 H 1.89 -1.33 6.62
22 H -1.34 -6.53 2.00
23 C -1.32 -4.06 0.57
24 H -5.24 -2.11 -4.82
25 S -6.25 -1.75 -2.68
26 C -3.80 -0.11 -8.91
27 H 2.20 1.69 2.88
28 C 5.54 0.79 2.41
29 H 4.06 1.24 4.74
30 C -4.33 -0.30 -4.14
31 H 1.17 5.40 7.47
32 H 0.35 -7.08 1.88
33 H -3.48 2.56 -9.86
34 C -0.18 -2.17 4.88
35 H 6.52 0.84 2.88
36 S 4.66 2.33 2.70
37 H -1.11 -3.00 0.50
38 H -1.50 -4.47 -0.42
39 H 3.96 -5.82 9.27
40 C -0.54 -1.96 -3.92
41 H -4.13 -2.36 -3.47
42 H 0.85 0.73 -0.54
43 H -3.49 -1.03 -8.43
44 C 4.58 2.16 4.48
45 C -0.44 -6.50 1.40
46 H -3.51 -0.34 -4.86
47 H 0.75 6.70 -10.09
48 H 4.24 0.84 -1.14
49 H -0.04 5.64 -12.32
50 H -0.42 4.95 8.15
51 O -1.37 -0.07 5.98
52 H 0.40 -1.62 7.55
53 H 0.48 4.05 -11.69
54 H 4.96 -0.04 2.81
55 C 3.45 0.24 -0.70
56 H 3.29 0.54 0.34
57 H -2.10 1.93 -0.90
58 H -1.15 4.25 -12.41
59 C 0.45 5.82 -9.52
60 S -0.01 3.94 6.04
61 H 1.23 5.06 -9.55
62 H 0.47 -0.01 1.04
63 H 2.48 -1.58 1.09
64 H -2.08 5.01 5.52
65 C 2.40 -3.72 10.41
66 H 0.80 -2.55 4.61
67 C -4.89 -1.69 -3.87
68 F -1.59 -1.93 -4.77
69 O -1.74 1.05 -1.16
70 F 1.48 -1.73 -5.11
71 F 0.06 -0.13 -5.29
72 C 0.11 5.25 7.25
73 C 1.14 1.97 2.86
74 O -0.20 -1.25 -1.35
75 H 0.24 6.10 -8.49
76 H -2.17 -4.22 1.22
77 F 1.19 -0.37 -3.47
78 H -2.05 3.28 5.07
79 O -2.31 -2.43 -1.96
80 H 2.14 0.54 0.66
81 H -0.31 6.17 6.83
82 H -4.89 -0.07 -8.98
83 S 0.14 -4.80 1.29
84 F -0.12 -3.19 -3.75
85 H 3.38 -3.86 10.87
86 H 2.56 -3.14 0.24
87 S 2.53 -4.01 8.65
88 O -0.79 2.52 1.08
89 C 2.50 -2.06 0.11
90 O 1.15 -3.98 8.11
91 H -5.09 0.30 -4.64
92 H -0.81 -2.14 3.99
93 C 3.00 -5.74 8.76
94 H 1.60 -1.81 -0.45
95 C -0.36 4.73 -11.82
96 H 2.23 -6.28 9.30
97 P -2.19 0.48 -2.55
98 H 1.67 -4.41 10.84
99 H 5.66 0.66 1.34
100 C 1.08 0.73 0.52
101 H -4.13 1.55 -3.01
102 S 3.94 -1.49 -0.78
103 H -3.34 -0.03 -9.89
104 H -1.47 1.14 -3.55
105 H 1.12 0.02 7.50
106 S 0.71 2.36 1.17
107 O -1.31 3.85 -9.52
108 O 5.09 -1.66 0.15
109 S -1.27 -1.50 -2.26
110 O -4.04 1.20 -6.63
111 H -5.03 2.40 -8.96
112 C -3.96 2.56 -8.88
113 C -1.79 4.01 5.83
114 O 3.28 2.12 2.18
115 H -0.62 -6.88 0.39

LUMO (eV): -3.49
Kohn-Sham gap (eV): 6.08
Net charge: +1
2S+1: 1
Total energy (Ha): -7037.1225

These are the Mulliken partial charges, in e, on atoms 1 to 6: C 0.5915; H 0.3340; S 0.4923; H -0.0489; H 0.1169; H 0.0690

***

DFT (ωB97M-V with the def2-TZVPD basis set) results for a 8-piece molecular cluster, C23H64N3O11 overall at a distorted geometry.

Geometry (Å):
1 H -1.17 12.73 18.01
2 H -7.44 7.27 23.22
3 H -7.04 12.03 24.24
4 H -9.65 3.34 23.12
5 H -8.41 0.10 23.01
6 C -5.83 5.61 22.93
7 H -11.50 16.56 22.60
8 H 0.80 8.63 17.44
9 H -8.68 3.35 21.48
10 H -3.94 12.44 25.85
11 C 2.41 8.38 15.54
12 H -8.16 5.22 23.16
13 H -4.87 14.73 25.41
14 C -9.76 16.18 24.06
15 H -1.30 9.71 18.03
16 H -5.27 12.78 23.82
17 C -8.91 0.88 22.87
18 H -13.32 18.60 24.25
19 O -3.08 12.27 26.34
20 H 3.29 8.47 16.08
21 H -7.92 14.31 22.45
22 H -3.83 16.13 23.87
23 C -3.14 12.81 27.60
24 H -2.62 11.79 17.17
25 H 1.95 9.98 17.56
26 C -6.05 9.30 22.51
27 N -6.51 4.59 22.31
28 H -13.78 17.02 23.25
29 H -5.39 15.71 23.99
30 H -12.30 15.94 24.81
31 H -2.28 12.70 27.96
32 H -5.67 11.51 20.11
33 H -9.41 0.97 21.79
34 H -7.57 14.21 24.07
35 H -4.47 12.73 20.94
36 C -13.42 17.44 24.20
37 O -5.75 12.89 25.59
38 H -0.61 10.38 16.06
39 H -14.99 16.17 25.39
40 H -5.73 5.38 23.95
41 H -2.92 10.57 19.45
42 O -7.66 14.14 26.97
43 H -7.32 4.17 24.15
44 H -9.71 13.88 27.06
45 H -5.63 13.32 20.23
46 C -1.84 11.78 18.00
47 H -5.25 9.25 27.98
48 C -5.81 12.19 24.39
49 O -15.64 18.08 24.69
50 C -8.83 13.32 26.87
51 H -14.05 17.68 26.14
52 H -9.87 0.75 23.42
53 C -8.41 14.50 23.26
54 H -5.44 10.09 22.49
55 H -17.63 18.47 25.19
56 N -0.93 10.67 18.12
57 O -6.41 10.87 27.39
58 H -5.24 11.35 24.60
59 H -5.91 9.07 26.27
60 C -6.51 7.06 22.69
61 H -6.76 9.43 23.30
62 C -5.51 9.77 27.12
63 O -8.02 1.96 23.08
64 H -10.14 15.32 24.41
65 H -16.47 18.31 26.41
66 H -8.73 13.07 26.02
67 N -12.16 16.92 24.70
68 H -6.07 3.73 22.38
69 H -17.09 16.93 25.74
70 O -4.00 12.58 19.06
71 H 2.69 8.44 14.47
72 C -16.72 17.95 25.58
73 C -0.06 10.62 16.86
74 H -4.82 5.46 22.38
75 O 1.59 9.53 15.67
76 O -8.99 15.79 23.03
77 C -2.88 11.66 19.27
78 H -4.92 17.10 25.05
79 C -7.74 4.31 23.09
80 H -8.74 12.55 27.73
81 C 1.01 9.63 16.99
82 C -14.55 17.30 25.23
83 H 1.74 7.63 15.74
84 H -6.88 6.93 21.67
85 H -9.29 17.07 24.75
86 C -11.03 16.86 23.61
87 H -6.48 11.52 26.71
88 H -2.47 11.96 20.27
89 H 0.10 11.67 16.64
90 H -6.46 9.37 21.61
91 H -3.84 12.30 28.35
92 H -10.67 17.93 23.44
93 O -4.22 15.28 25.64
94 H -4.50 10.00 26.69
95 H -9.16 13.54 23.36
96 O -5.54 8.09 22.70
97 C -5.03 12.49 20.11
98 C -8.57 3.14 22.57
99 H -3.36 13.89 27.58
100 C -4.55 16.15 24.60
101 H -6.98 13.73 26.50

LUMO (eV): 2.14
Kohn-Sham gap (eV): 6.91
Net charge: -1
2S+1: 1
Energy relative to the best compared isomer or geometry (same formula, charge and spin) (kcal/mol): 57.7
Total energy (Ha): -1905.9343

These are the Mulliken partial charges, in e, on atoms 1 to 6: H 0.2803; H 0.4045; H -0.1502; H 0.2301; H 0.3595; C -0.4873